(1)
Density functional theory data (wB97M-V/def2-TZVPD) for 2 unconnected molecules or ions with the total composition C3H3N3O in a non-equilibrium geometry.

```
! RIJCOSX wB97M-V def2-TZVPD def2/J DEFGRID3
* xyz 0 1
N -0.156 -0.326 -2.504
C 0.358 -0.141 -1.427
C 0.916 0.209 -0.274
C 0.006 0.749 0.712
O -1.183 0.897 0.492
H -0.431 -1.254 -2.805
H 1.990 0.226 -0.156
H 0.478 1.054 1.669
N -1.580 -0.614 2.173
N -0.547 -0.999 2.154
*
```

**DFT total energy**: -9675.7928 eV
**Gap between HOMO and LUMO**: 9.8 eV
**HOMO**: -9.605 eV
**Energy above the lowest of the compared OMol25 structures with the same formula, charge and spin**: 160.31 kJ/mol

From a Löwdin analysis of the wavefunction, the atomic charges in e read: atom 1 (N): 0.21, atom 2 (C): -0.14, atom 3 (C): -0.07, atom 4 (C): -0.41, atom 5 (O): -0.05, atom 6 (H): 0.10, atom 7 (H): 0.11, atom 8 (H): 0.11, atom 9 (N): 0.09, atom 10 (N): 0.06

=====

(2)
Density functional theory data (wB97M-V/def2-TZVPD) for C5H14N4 in the gas phase in a non-equilibrium geometry.

```
! RIJCOSX wB97M-V def2-TZVPD def2/J DEFGRID3
* xyz 0 1
H 0.712 2.665 2.119
N -0.186 2.901 1.663
N -0.411 2.073 0.780
N 0.633 1.019 0.785
N 1.943 1.529 0.753
C 0.210 -0.166 0.032
C 0.785 -1.415 0.727
C 0.704 -0.118 -1.421
C -1.468 -0.300 0.076
C -2.166 -1.194 -0.939
H 2.677 0.830 0.685
H 2.050 2.110 -0.081
H 0.432 -2.329 0.242
H 0.473 -1.441 1.777
H 1.880 -1.428 0.720
H 0.247 0.712 -1.970
H 0.502 -1.054 -1.948
H 1.792 -0.018 -1.497
H -1.694 -0.718 1.064
H -2.059 0.623 0.069
H -3.238 -1.304 -0.741
H -1.715 -2.192 -0.942
H -2.103 -0.786 -1.952
*
```

**DFT total energy**: -11369.0810 eV
**Gap between HOMO and LUMO**: 9.1 eV
**HOMO**: -8.390 eV
**Energy above the lowest of the compared OMol25 structures with the same formula, charge and spin**: 321.58 kJ/mol

From a Löwdin analysis of the wavefunction, the atomic charges in e read: atom 1 (H): 0.05, atom 2 (N): 0.05, atom 3 (N): -0.02, atom 4 (N): -0.22, atom 5 (N): 0.04, atom 6 (C): -0.49, atom 7 (C): -0.05, atom 8 (C): -0.06, atom 9 (C): -0.18, atom 10 (C): -0.13, atom 11 (H): 0.08, atom 12 (H): 0.08, atom 13 (H): 0.08, atom 14 (H): 0.08, atom 15 (H): 0.07, atom 16 (H): 0.09, atom 17 (H): 0.08, atom 18 (H): 0.07, atom 19 (H): 0.10, atom 20 (H): 0.08, atom 21 (H): 0.07, atom 22 (H): 0.07, atom 23 (H): 0.07

=====

(3)
Density functional theory data (wB97M-V/def2-TZVPD) for 2 unconnected molecules or ions with the total composition C20H32NO5.

```
! RIJCOSX wB97M-V def2-TZVPD def2/J DEFGRID3
* xyz 0 2
C 3.698 -0.753 1.710
C 2.374 0.019 1.652
C 1.694 0.030 0.268
C 0.657 -1.063 -0.034
C 1.257 -2.455 0.193
C -0.764 -0.973 0.597
C -1.486 0.394 0.479
C -1.842 1.173 1.765
C -0.662 1.992 2.307
C -3.006 2.111 1.445
N -2.304 0.253 2.846
O -2.245 0.730 4.025
C -2.246 -1.229 2.679
C -2.315 -1.871 4.054
C -3.454 -1.695 1.843
C -0.908 -1.570 2.004
H 4.240 -0.679 0.763
H 4.343 -0.355 2.497
H 3.559 -1.816 1.925
H 2.574 1.054 1.942
H 1.697 -0.369 2.412
H 2.496 -0.079 -0.474
H 1.260 1.016 0.085
H 0.472 -1.022 -1.116
H 0.512 -3.237 0.015
H 1.626 -2.583 1.214
H 2.085 -2.630 -0.499
H -1.346 -1.640 -0.052
H -0.918 1.088 -0.147
H -2.421 0.231 -0.066
H -0.055 2.361 1.479
H -1.015 2.851 2.879
H -0.036 1.402 2.972
H -2.753 2.748 0.593
H -3.904 1.540 1.195
H -3.228 2.739 2.310
H -3.188 -1.520 4.605
H -2.388 -2.955 3.930
H -1.426 -1.643 4.644
H -3.681 -2.741 2.065
H -3.296 -1.605 0.769
H -4.334 -1.099 2.098
H -0.858 -2.663 1.933
H -0.104 -1.262 2.677
C 0.520 2.309 -4.858
C 0.741 1.412 -3.885
C 1.783 0.313 -4.009
O 1.881 -0.434 -3.050
C 2.570 0.225 -5.214
C 2.348 1.122 -6.187
C 1.308 2.222 -6.064
O 1.213 2.975 -7.017
O 2.998 1.148 -7.337
O 0.092 1.393 -2.733
H -0.218 3.094 -4.776
H 3.308 -0.560 -5.296
H 2.629 1.905 -7.836
H 0.468 0.647 -2.220
*
```

**<S²>**: 0.754
**DFT total energy**: -32984.7493 eV
**Gap between HOMO and LUMO (alpha / beta)**: 6.1 / 7.7 eV
**HOMO (alpha / beta)**: -7.657 / -9.219 eV
**Energy above the lowest of the compared OMol25 structures with the same formula, charge and spin**: 0.00 kJ/mol

From a Löwdin analysis of the wavefunction, the atomic charges in e read: atom 1 (C): -0.11, atom 2 (C): -0.24, atom 3 (C): -0.17, atom 4 (C): -0.33, atom 5 (C): -0.06, atom 6 (C): -0.25, atom 7 (C): -0.08, atom 8 (C): -0.47, atom 9 (C): -0.02, atom 10 (C): -0.03, atom 11 (N): -0.14, atom 12 (O): -0.02, atom 13 (C): -0.47, atom 14 (C): -0.04, atom 15 (C): -0.01, atom 16 (C): -0.09, atom 17 (H): 0.07, atom 18 (H): 0.07, atom 19 (H): 0.06, atom 20 (H): 0.10, atom 21 (H): 0.08, atom 22 (H): 0.10, atom 23 (H): 0.09, atom 24 (H): 0.11, atom 25 (H): 0.08, atom 26 (H): 0.07, atom 27 (H): 0.09, atom 28 (H): 0.13, atom 29 (H): 0.10, atom 30 (H): 0.11, atom 31 (H): 0.08, atom 32 (H): 0.08, atom 33 (H): 0.08, atom 34 (H): 0.09, atom 35 (H): 0.08, atom 36 (H): 0.09, atom 37 (H): 0.09, atom 38 (H): 0.09, atom 39 (H): 0.09, atom 40 (H): 0.09, atom 41 (H): 0.07, atom 42 (H): 0.09, atom 43 (H): 0.13, atom 44 (H): 0.11, atom 45 (C): 0.07, atom 46 (C): -0.22, atom 47 (C): -0.30, atom 48 (O): 0.09, atom 49 (C): 0.07, atom 50 (C): -0.23, atom 51 (C): -0.31, atom 52 (O): 0.10, atom 53 (O): 0.12, atom 54 (O): 0.11, atom 55 (H): 0.14, atom 56 (H): 0.14, atom 57 (H): 0.12, atom 58 (H): 0.08

=====

(4)
Density functional theory data (wB97M-V/def2-TZVPD) for 2 unconnected molecules or ions with the total composition C2H2ClO3P in a non-equilibrium geometry.

```
! RIJCOSX wB97M-V def2-TZVPD def2/J DEFGRID3
* xyz -2 1
C 3.183 -0.750 -0.013
C -0.459 -0.225 0.515
O -1.330 2.638 0.206
O -1.642 0.221 1.181
O -2.489 0.792 -1.221
P -1.453 1.171 -0.189
Cl -0.690 -1.741 -0.356
H 2.670 -1.626 -0.556
H 2.212 -0.478 0.432
*
```

**DFT total energy**: -30054.6684 eV
**Gap between HOMO and LUMO (alpha / beta)**: 5.1 / 4.3 eV
**HOMO (alpha / beta)**: 0.852 / 1.633 eV
**Energy above the lowest of the compared OMol25 structures with the same formula, charge and spin**: 672.18 kJ/mol

From a Löwdin analysis of the wavefunction, the atomic charges in e read: atom 1 (C): -0.39, atom 2 (C): -0.67, atom 3 (O): -0.43, atom 4 (O): -0.31, atom 5 (O): -0.42, atom 6 (P): 0.32, atom 7 (Cl): 0.47, atom 8 (H): -0.27, atom 9 (H): -0.30

=====

(5)
Density functional theory data (wB97M-V/def2-TZVPD) for a molecular structure, C4H4CoO2 in a non-equilibrium geometry.

```
! RIJCOSX wB97M-V def2-TZVPD def2/J DEFGRID3
* xyz 2 4
O 1.313 2.684 1.102
C 0.939 1.517 1.384
C 0.148 0.925 0.584
C -0.716 -0.219 0.439
C -1.987 -0.352 1.157
H -0.258 -1.136 0.065
H -2.389 -1.345 1.353
H -2.294 0.448 1.832
H 0.582 2.590 0.059
Co -2.690 1.322 -1.278
O -2.018 0.007 -0.242
*
```

**<S²>**: 4.173
**DFT total energy**: -45904.7849 eV
**Gap between HOMO and LUMO (alpha / beta)**: 7.6 / 5.2 eV
**HOMO (alpha / beta)**: -19.646 / -18.010 eV
**Energy above the lowest of the compared OMol25 structures with the same formula, charge and spin**: 474.79 kJ/mol

From a Löwdin analysis of the wavefunction, the atomic charges in e read: atom 1 (O): 0.22, atom 2 (C): 0.08, atom 3 (C): 0.19, atom 4 (C): -0.16, atom 5 (C): 0.03, atom 6 (H): 0.20, atom 7 (H): 0.17, atom 8 (H): 0.16, atom 9 (H): 0.38, atom 10 (Co): 0.92, atom 11 (O): -0.17

=====

(6)
Density functional theory data (wB97M-V/def2-TZVPD) for a molecular structure, C4H6BrN3 in a non-equilibrium geometry.

```
! RIJCOSX wB97M-V def2-TZVPD def2/J DEFGRID3
* xyz 0 1
C 1.010 -1.246 0.624
C 1.032 0.370 -1.024
C -0.235 -1.127 0.956
C -0.443 0.210 -1.237
N 1.641 -0.265 -0.116
N -1.018 0.301 0.077
N -0.862 1.487 0.609
Br -1.504 -1.753 2.178
H 1.699 -2.127 0.958
H 1.574 0.928 -1.677
H -0.895 0.925 -2.083
H -0.575 -0.787 -1.633
H -1.573 1.553 1.413
H 0.147 1.533 0.953
*
```

**DFT total energy**: -78753.4195 eV
**Gap between HOMO and LUMO**: 9.4 eV
**HOMO**: -8.755 eV
**Energy above the lowest of the compared OMol25 structures with the same formula, charge and spin**: 391.06 kJ/mol

From a Löwdin analysis of the wavefunction, the atomic charges in e read: atom 1 (C): -0.25, atom 2 (C): -0.15, atom 3 (C): -0.61, atom 4 (C): -0.20, atom 5 (N): 0.05, atom 6 (N): -0.26, atom 7 (N): -0.02, atom 8 (Br): 0.72, atom 9 (H): 0.15, atom 10 (H): 0.08, atom 11 (H): 0.16, atom 12 (H): 0.11, atom 13 (H): 0.12, atom 14 (H): 0.11

=====

- Among the records above, which one has the highest energy above the lowest of the compared OMol25 structures with the same formula, charge and spin?
  C2H2ClO3P

=====

- Which value of DFT total energy does entry 4 give?
  -30054.6684 eV

=====

Repeat the fifth record exactly.
Density functional theory data (wB97M-V/def2-TZVPD) for a molecular structure, C4H4CoO2 in a non-equilibrium geometry.

```
! RIJCOSX wB97M-V def2-TZVPD def2/J DEFGRID3
* xyz 2 4
O 1.313 2.684 1.102
C 0.939 1.517 1.384
C 0.148 0.925 0.584
C -0.716 -0.219 0.439
C -1.987 -0.352 1.157
H -0.258 -1.136 0.065
H -2.389 -1.345 1.353
H -2.294 0.448 1.832
H 0.582 2.590 0.059
Co -2.690 1.322 -1.278
O -2.018 0.007 -0.242
*
```

**<S²>**: 4.173
**DFT total energy**: -45904.7849 eV
**Gap between HOMO and LUMO (alpha / beta)**: 7.6 / 5.2 eV
**HOMO (alpha / beta)**: -19.646 / -18.010 eV
**Energy above the lowest of the compared OMol25 structures with the same formula, charge and spin**: 474.79 kJ/mol

From a Löwdin analysis of the wavefunction, the atomic charges in e read: atom 1 (O): 0.22, atom 2 (C): 0.08, atom 3 (C): 0.19, atom 4 (C): -0.16, atom 5 (C): 0.03, atom 6 (H): 0.20, atom 7 (H): 0.17, atom 8 (H): 0.16, atom 9 (H): 0.38, atom 10 (Co): 0.92, atom 11 (O): -0.17

=====

- Among the records above, which one has the highest DFT total energy?
  C3H3N3O